DFT (ωB97M-V/def2-TZVPD) results for C41H41FN3O3PV as an isolated structure at a distorted geometry.

Last column: Mulliken spin population.
Positions of all 91 atoms, in Å:
V1 0.26 0.02 0.35  2.04
C1 4.31 2.62 0.93  0.00
C2 3.92 2.17 -0.47  0.01
C3 2.63 2.87 -0.89  0.02
C4 3.94 0.65 -0.70  -0.04
C5 4.96 0.27 -1.56  0.00
C6 5.22 -1.05 -1.89  0.00
C7 4.44 -2.03 -1.32  0.00
C8 3.42 -1.73 -0.42  -0.02
C9 2.81 -2.99 0.21  -0.01
C10 1.30 -3.06 0.43  0.02
C11 3.57 -3.39 1.49  0.00
C12 3.13 -0.37 -0.12  0.09
N1 2.02 -0.13 0.78  -0.17
C13 2.32 -0.20 2.16  0.05
C14 3.59 -0.12 2.72  -0.02
C15 3.77 -0.17 4.09  0.01
C16 2.69 -0.33 4.95  -0.02
C17 1.42 -0.46 4.42  0.01
C18 1.27 -0.40 3.06  0.00
F1 0.03 -0.61 2.49  0.01
H1 4.42 3.71 0.93  0.00
H2 5.27 2.19 1.24  0.00
H3 3.55 2.36 1.67  0.00
H4 4.70 2.54 -1.14  0.00
H5 1.94 2.85 -0.06  0.00
H6 2.18 2.40 -1.76  0.00
H7 2.84 3.92 -1.12  0.00
H8 5.58 1.04 -2.00  0.00
H9 6.01 -1.30 -2.58  0.00
H10 4.64 -3.07 -1.56  0.00
H11 3.02 -3.78 -0.52  0.00
H12 0.95 -2.37 1.19  0.02
H13 1.04 -4.06 0.76  0.00
H14 0.78 -2.88 -0.51  -0.02
H15 3.26 -2.78 2.34  0.00
H16 4.64 -3.27 1.36  0.00
H17 3.37 -4.44 1.73  0.00
H18 4.45 -0.03 2.06  0.00
H19 4.77 -0.09 4.49  0.00
H20 2.83 -0.35 6.02  0.00
H21 0.55 -0.62 5.04  0.00
C19 -0.21 5.05 2.52  0.00
N2 -0.45 4.03 1.51  0.00
C20 -0.85 4.34 0.25  0.00
C21 -0.93 3.43 -0.76  0.00
C22 -0.49 2.11 -0.44  -0.03
O1 -0.25 1.16 -1.24  0.01
N3 -0.20 1.81 0.84  -0.01
C23 -0.12 2.71 1.86  0.02
O2 0.24 2.44 2.99  0.01
H22 -0.40 6.03 2.10  0.00
H23 0.82 4.98 2.86  0.00
H24 -0.85 4.88 3.38  0.00
H25 -1.09 5.38 0.07  0.00
H26 -1.22 3.69 -1.76  0.00
O3 -1.91 -0.49 0.44  0.00
P1 -2.89 -0.78 -0.67  0.00
C24 -3.84 -2.28 -0.35  0.00
C25 -4.09 -3.23 -1.33  0.00
C26 -4.88 -4.33 -1.03  0.00
C27 -5.42 -4.48 0.24  0.00
C28 -5.17 -3.53 1.22  0.00
C29 -4.38 -2.43 0.93  0.00
C30 -2.02 -1.03 -2.24  -0.01
C31 -0.85 -1.79 -2.14  0.05
C32 -0.05 -2.00 -3.25  0.01
C33 -0.43 -1.45 -4.48  0.00
C34 -1.60 -0.71 -4.58  0.00
C35 -2.40 -0.50 -3.46  0.00
C36 -4.10 0.52 -0.91  0.00
C37 -5.19 0.31 -1.76  0.00
C38 -6.07 1.34 -2.02  0.00
C39 -5.87 2.59 -1.44  0.00
C40 -4.81 2.80 -0.57  0.00
C41 -3.93 1.76 -0.30  0.00
H27 -3.67 -3.12 -2.32  0.00
H28 -5.07 -5.08 -1.79  0.00
H29 -6.04 -5.33 0.47  0.00
H30 -5.59 -3.65 2.21  0.00
H31 -4.18 -1.68 1.69  0.00
H32 -0.61 -2.25 -1.19  -0.02
H33 0.86 -2.58 -3.18  0.00
H34 0.18 -1.61 -5.35  0.00
H35 -1.89 -0.29 -5.53  0.00
H36 -3.29 0.10 -3.55  0.00
H37 -5.35 -0.67 -2.20  0.00
H38 -6.92 1.18 -2.68  0.00
H39 -6.55 3.40 -1.67  0.00
H40 -4.67 3.76 -0.11  0.00
H41 -3.12 1.89 0.40  0.00

The calculation puts the HOMO energy (alpha / beta) at -10.7 / -10.8 eV. The expectation value of S² is 2.034. Its charge is +1. The spin multiplicity is 3. The largest force on an atom comes out at 2.6 eV/A. As for the gap between HOMO and LUMO (alpha / beta): 7.74 / 8.39 eV. Its calculated total energy is -3362.11884 hartree.

=====

DFT (ωB97M-V/def2-TZVPD) results for C41H41FP2Sn as an isolated structure at a distorted geometry.

Last column: Mulliken charge in e.
Positions of all 86 atoms, in Å:
Sn1 -0.25 1.63 0.50  1.10
C1 -2.17 1.08 -3.39  -0.20
C2 -1.92 -0.21 -3.09  -0.36
C3 -0.74 -1.03 -3.40  0.07
C4 0.55 -0.17 -3.51  -2.12
C5 0.80 0.72 -2.32  2.53
C6 0.45 2.02 -2.20  -0.88
C7 -0.18 2.80 -3.30  -1.22
C8 -1.36 2.14 -4.06  -1.13
C9 0.88 0.17 1.89  -2.14
H1 -3.19 1.40 -3.12  0.53
H2 -2.75 -0.79 -2.68  0.56
H3 -0.88 -1.60 -4.34  0.51
H4 -0.61 -1.79 -2.61  -0.08
H5 1.40 -0.88 -3.60  0.60
H6 0.51 0.39 -4.47  0.58
H7 1.51 0.32 -1.60  -1.35
H8 0.87 2.64 -1.39  0.48
H9 0.60 3.03 -4.04  0.35
H10 -0.50 3.76 -2.87  0.47
H11 -2.07 2.96 -4.20  0.34
H12 -1.02 1.83 -5.05  0.40
H13 1.36 0.84 2.62  1.02
H14 1.66 -0.62 1.64  -0.35
H15 0.10 -0.39 2.41  1.05
P1 -1.14 -1.13 0.29  0.84
P2 2.85 -0.65 0.29  1.04
C10 0.30 -1.92 -0.49  -0.46
C11 1.67 -1.64 -0.61  -1.03
C12 -2.12 -2.50 0.90  0.32
C13 -2.55 -3.40 -0.09  -0.23
C14 -3.39 -4.45 0.26  -0.84
C15 -3.79 -4.59 1.60  -0.59
C16 -3.34 -3.70 2.58  -0.74
C17 -2.52 -2.63 2.24  -0.14
C18 -2.60 -0.03 -0.25  1.14
C19 -2.23 1.31 -0.66  0.40
C20 -3.15 2.41 -0.63  -1.48
C21 -4.50 2.11 -0.53  -0.82
C22 -4.90 0.78 -0.38  -0.76
C23 -3.98 -0.26 -0.17  -0.67
C24 4.33 -1.55 0.74  0.94
C25 4.19 -2.90 1.14  -0.66
C26 5.30 -3.62 1.58  -0.74
C27 6.57 -3.03 1.59  -0.46
C28 6.72 -1.71 1.15  -0.74
C29 5.62 -0.97 0.73  -0.29
C30 3.34 1.08 -0.05  0.53
C31 3.09 2.17 0.84  -0.62
C32 3.21 3.50 0.44  -0.55
C33 3.86 3.81 -0.76  -0.59
C34 4.36 2.75 -1.53  -0.71
C35 4.04 1.43 -1.23  0.01
H16 -0.02 -2.90 -0.91  0.96
H17 2.13 -2.10 -1.50  0.48
H18 -2.24 -3.25 -1.13  0.22
H19 -3.71 -5.15 -0.51  0.44
H20 -4.44 -5.42 1.86  0.42
H21 -3.63 -3.86 3.62  0.46
H22 -2.20 -1.90 2.99  0.39
H23 -1.48 1.40 -1.46  -0.28
H24 -2.77 3.43 -0.71  0.41
H25 -5.24 2.91 -0.55  0.51
H26 -5.96 0.55 -0.35  0.47
H27 -4.35 -1.25 0.10  0.46
H28 3.22 -3.39 1.11  0.36
H29 5.20 -4.65 1.92  0.40
H30 7.44 -3.57 1.95  0.40
H31 7.71 -1.24 1.14  0.41
H32 5.74 0.06 0.39  0.31
H33 2.78 1.98 1.87  0.42
H34 2.81 4.32 1.05  0.49
H35 3.96 4.85 -1.09  0.45
H36 4.97 2.98 -2.41  0.42
H37 4.34 0.65 -1.93  0.54
F1 -3.81 0.32 5.61  -0.34
C36 -3.05 0.90 4.62  0.20
C37 -1.68 1.05 4.83  -0.72
C38 -0.91 1.51 3.75  -0.30
C39 -1.49 1.78 2.52  -0.07
C40 -2.86 1.86 2.45  -0.26
C41 -3.67 1.29 3.44  -0.43
H38 -1.21 0.79 5.78  0.46
H39 0.17 1.59 3.91  0.36
H40 -3.34 2.32 1.60  0.58
H41 -4.75 1.18 3.28  0.52

The calculation puts the HOMO energy (alpha / beta) at -12.9 / -12.9 eV. Its charge is +2. The largest force on an atom comes out at 4.3 eV/A. As for the gap between HOMO and LUMO (alpha / beta): 5.38 / 5.43 eV. Its calculated total energy is -2582.84082 hartree.

=====

DFT (ωB97M-V/def2-TZVPD) results for C41H41N12O2Rb as an isolated structure.

Last column: Mulliken charge in e.
Positions of all 97 atoms, in Å:
Rb1 -0.07 -0.39 -0.04  0.48
O1 1.02 -0.02 -4.61  -0.81
C1 0.65 -0.65 -3.59  0.07
N1 -0.47 -0.61 -2.90  0.08
C2 -1.65 -0.09 -3.45  0.11
C3 -1.91 -0.17 -4.82  -0.41
C4 -3.14 0.18 -5.36  -0.66
C5 -4.14 0.66 -4.53  -0.71
C6 -3.90 0.77 -3.17  -0.43
C7 -2.66 0.43 -2.60  -0.25
N2 -2.38 0.72 -1.26  0.15
C8 -3.30 0.72 -0.32  -0.10
O2 -4.43 0.17 -0.26  -0.79
C9 -2.91 1.58 0.87  0.49
C10 -3.76 2.62 1.24  -0.61
C11 -3.39 3.46 2.28  -0.81
C12 -2.20 3.22 2.95  -0.66
C13 -1.43 2.14 2.54  -0.93
N3 -1.77 1.34 1.52  0.99
C14 1.63 -1.72 -3.09  0.21
C15 2.56 -2.20 -4.02  -0.67
C16 3.38 -3.26 -3.67  -0.31
C17 3.27 -3.80 -2.40  -0.76
C18 2.35 -3.23 -1.53  -0.32
N4 1.55 -2.22 -1.86  0.29
H1 -1.12 -0.52 -5.47  0.35
H2 -3.31 0.09 -6.43  0.34
H3 -5.11 0.94 -4.93  0.34
H4 -4.67 1.13 -2.50  0.38
H5 -4.69 2.76 0.70  0.51
H6 -4.02 4.29 2.56  0.37
H7 -1.85 3.86 3.75  0.44
H8 -0.49 1.92 3.03  0.61
H9 2.60 -1.72 -4.98  0.46
H10 4.09 -3.66 -4.38  0.38
H11 3.88 -4.63 -2.08  0.36
H12 2.25 -3.61 -0.52  0.49
N5 4.73 -0.19 0.95  0.26
C19 3.45 0.22 0.93  0.04
N6 2.68 -0.78 1.32  0.52
C20 3.56 -1.77 1.61  0.53
N7 4.82 -1.47 1.38  -0.95
C21 3.14 -3.08 2.13  -0.18
C22 4.05 -4.13 2.28  -0.31
N8 3.68 -5.32 2.73  -0.69
C23 2.39 -5.46 3.04  -0.37
C24 1.49 -4.42 2.91  -0.35
N9 1.86 -3.23 2.45  0.11
H13 5.55 0.33 0.71  0.22
H14 3.08 1.23 0.63  0.22
H15 5.09 -3.99 2.01  0.47
H16 2.08 -6.43 3.41  0.39
H17 0.44 -4.54 3.16  0.42
N10 0.04 -1.17 3.72  0.26
C25 -1.30 -1.46 3.65  0.45
C26 -2.11 -1.49 4.80  -0.96
C27 -3.46 -1.71 4.64  -0.28
C28 -3.99 -1.88 3.36  -0.85
C29 -3.11 -1.84 2.29  -0.36
N11 -1.80 -1.66 2.43  0.35
H18 0.50 -1.27 4.61  0.29
H19 0.60 -1.41 2.91  -0.34
H20 -1.68 -1.33 5.78  0.35
H21 -4.11 -1.73 5.50  0.37
H22 -5.05 -2.00 3.19  0.43
H23 -3.47 -1.91 1.27  0.35
C30 0.83 6.61 3.77  -1.89
C31 1.19 5.16 3.53  0.54
C32 1.41 4.32 4.62  -1.00
C33 1.72 2.97 4.37  1.42
C34 1.85 2.01 5.52  -1.64
C35 1.84 2.52 3.07  -1.08
C36 1.68 3.35 1.91  0.79
C37 1.31 4.70 2.23  -0.24
N12 1.86 2.79 0.72  -0.25
C38 1.62 3.52 -0.53  1.68
C39 0.13 3.87 -0.69  -1.36
C40 2.50 4.78 -0.73  -1.94
C41 1.99 2.56 -1.67  -1.99
H24 0.64 6.80 4.82  0.36
H25 -0.05 6.89 3.20  0.33
H26 1.65 7.27 3.45  0.35
H27 1.31 4.68 5.63  0.18
H28 2.09 2.53 6.45  0.43
H29 2.62 1.26 5.33  0.30
H30 0.91 1.47 5.68  0.23
H31 2.02 1.46 2.90  0.10
H32 1.10 5.41 1.44  0.32
H33 -0.20 4.54 0.11  0.35
H34 -0.48 2.97 -0.65  0.16
H35 -0.06 4.36 -1.65  0.54
H36 2.06 5.68 -0.31  0.38
H37 2.64 4.96 -1.80  0.44
H38 3.48 4.63 -0.28  0.34
H39 1.42 1.63 -1.59  0.13
H40 3.05 2.32 -1.63  0.36
H41 1.76 2.99 -2.64  0.59

The calculation puts the HOMO energy at -1.1 eV. Its charge is -2. The largest force on an atom comes out at 0.4 eV/A. As for the gap between HOMO and LUMO: 4.60 eV. Its calculated total energy is -2418.73530 hartree.